# 1
# C35H50AuClPSbSi

A structure of composition C35H50AuClPSbSi (the ωB97M-V functional and the def2-TZVPD basis, the Open Molecules 2025 dataset).

XYZ file:
```
90
Properties=species:S:1:pos:R:3:forces:R:3
Au -0.60860 -0.34270 0.72340 0.157 0.219 0.012
Cl 1.37550 -2.05840 -0.89320 0.694 0.246 -0.223
C 0.62910 -3.49420 -0.30270 -0.405 -0.369 0.226
C 1.38670 -4.58550 0.07050 0.084 0.107 -0.073
C 0.74440 -5.69980 0.58810 -0.148 0.048 -0.047
C -0.63700 -5.72360 0.72240 0.062 -0.043 0.013
C -1.39360 -4.62780 0.34530 0.003 0.068 -0.105
C -0.76320 -3.50380 -0.18690 0.196 0.302 0.053
P -1.64690 -1.98460 -0.58480 -0.678 -0.781 -0.060
C -3.35470 -2.26690 -0.07730 0.291 0.359 0.017
C -4.35700 -2.62030 -0.97810 0.175 -0.004 -0.022
C -5.62620 -2.89540 -0.49920 -0.064 -0.018 -0.022
C -5.89580 -2.81060 0.85890 0.079 0.041 0.018
C -4.90040 -2.43500 1.75240 -0.016 -0.007 0.033
C -3.63080 -2.15890 1.28550 0.087 0.012 -0.072
C -1.62400 -1.69980 -2.36020 0.121 0.211 0.431
C -2.29710 -0.56250 -2.80730 -0.034 -0.019 0.150
C -2.34580 -0.28570 -4.15760 -0.033 0.144 -0.099
C -1.69470 -1.12290 -5.05400 -0.028 0.049 -0.008
C -0.99280 -2.23020 -4.60120 0.026 -0.045 -0.015
C -0.95080 -2.52820 -3.25130 -0.113 0.025 0.018
H 2.45920 -4.56410 -0.03690 0.117 0.023 0.007
H 1.33200 -6.55080 0.89180 0.061 -0.115 0.026
H -1.12060 -6.59890 1.12800 -0.058 -0.044 0.027
H -2.46810 -4.63700 0.46380 -0.022 -0.029 -0.011
H -4.14390 -2.69370 -2.03580 -0.010 -0.007 -0.040
H -6.40680 -3.17590 -1.19040 -0.052 -0.035 -0.030
H -6.88500 -3.03290 1.22450 -0.141 -0.013 0.032
H -5.11090 -2.34960 2.80750 -0.064 -0.034 0.074
H -2.83800 -1.86520 1.96350 -0.060 0.007 0.125
H -2.79290 0.07900 -2.08550 -0.072 0.043 -0.072
H -2.88540 0.58210 -4.51040 -0.024 0.005 -0.051
H -1.73690 -0.91150 -6.11150 0.020 0.027 -0.089
H -0.47480 -2.86540 -5.30080 0.026 -0.096 -0.114
H -0.41960 -3.40040 -2.90200 0.049 -0.080 0.027
C 1.91100 0.01420 6.16650 -0.685 0.050 -0.092
Si 0.07040 0.05090 5.70520 -0.232 -0.169 -0.196
C -0.86590 -1.56770 6.10580 0.447 0.730 0.008
C -0.89750 1.60930 6.21020 0.440 -0.595 -0.015
C -0.06050 0.03420 3.81880 0.425 0.008 2.976
C -0.22590 0.02400 2.62620 -0.448 -0.060 -3.111
H 2.03010 -0.01730 7.24710 -0.030 0.004 0.145
H 2.44570 0.89000 5.80620 -0.052 0.154 -0.058
H 2.40980 -0.86210 5.75780 -0.088 -0.127 -0.073
H -0.91070 -1.69150 7.18340 -0.031 -0.064 0.227
H -0.37260 -2.43930 5.68710 0.188 -0.057 -0.071
H -1.88350 -1.54770 5.72770 -0.144 0.135 -0.058
H -0.96710 1.67860 7.29240 0.001 0.019 0.177
H -1.91170 1.59010 5.81750 -0.089 -0.150 -0.077
H -0.42660 2.52210 5.85440 0.179 0.067 -0.064
C 0.10950 5.50170 -2.03680 0.008 -0.018 0.339
C 0.05810 3.99420 -2.14870 -0.043 -0.515 0.478
C 1.28900 3.42670 -2.82900 0.066 -0.136 0.217
C -1.19980 3.52330 -2.85330 -0.066 -0.116 0.205
Sb 0.00610 3.03190 -0.03050 -0.004 1.001 0.226
C 1.99520 3.46900 1.12230 -0.526 -0.310 -0.229
C 2.96860 2.45060 0.57080 -0.141 -0.143 -0.200
C 2.41840 4.89060 0.83920 -0.228 0.102 -0.233
C 1.74380 3.23760 2.59370 -0.310 -0.063 0.040
C -1.97650 3.55740 1.07580 0.511 -0.310 -0.212
C -2.99790 2.58660 0.52120 0.166 -0.147 -0.195
C -2.33900 4.99430 0.78120 0.237 0.072 -0.225
C -1.76020 3.32700 2.55430 0.323 -0.107 0.028
H 0.12020 5.91920 -3.04460 0.018 0.009 -0.147
H 1.00980 5.84370 -1.53080 0.006 0.082 0.017
H -0.76450 5.90540 -1.53040 -0.020 0.078 0.041
H 1.29250 3.74390 -3.87200 -0.004 0.072 -0.114
H 1.28140 2.33600 -2.81590 0.073 -0.042 -0.070
H 2.21250 3.78180 -2.37490 0.072 0.000 0.024
H -1.16870 3.86930 -3.88690 0.016 0.052 -0.122
H -2.10150 3.93440 -2.40090 -0.075 -0.036 0.026
H -1.25870 2.43320 -2.86910 -0.093 -0.013 -0.050
H 3.10640 2.55540 -0.50380 0.048 -0.040 -0.086
H 2.63900 1.43570 0.79350 0.055 -0.092 -0.013
H 3.94090 2.59570 1.04000 0.125 0.049 0.107
H 2.66840 5.03870 -0.20930 0.020 0.067 -0.068
H 3.31610 5.10870 1.42150 0.076 -0.041 0.069
H 1.65640 5.61060 1.13590 0.005 0.093 -0.001
H 1.28290 2.26840 2.78210 -0.002 -0.026 0.060
H 1.12350 4.01990 3.02310 -0.057 0.045 0.083
H 2.70070 3.25110 3.11670 0.155 0.042 0.008
H -3.13600 2.71240 -0.55150 -0.050 -0.047 -0.104
H -3.95830 2.76860 1.00090 -0.146 0.049 0.100
H -2.71150 1.55310 0.73050 -0.085 -0.038 -0.008
H -2.55550 5.15060 -0.27310 -0.029 0.075 -0.091
H -1.55620 5.68370 1.09330 0.014 0.107 0.013
H -3.24050 5.24720 1.34220 -0.090 -0.015 0.069
H -1.32950 2.34680 2.75910 -0.030 0.015 0.070
H -2.72330 3.37390 3.06340 -0.160 0.051 0.007
H -1.12310 4.09350 2.98730 0.061 0.052 0.088
```
Positions in Å, forces in eV/Å.

Results
- lowest unoccupied orbital energy (spin up / spin down) (eV) = -4.96 / -9.03
- multiplicity = 3
- E_HOMO (spin up / spin down) (eV) = -13.82 / -13.97
- relative energy (zero: lowest compared OMol25 entry of this formula, charge and spin) (kJ/mol) = 69.6
- net charge = +2

Löwdin population analysis, charges in e, atoms 1 to 2:
1 Au 0.71
2 Cl 0.71


# 2
# C14H17B4NO4S

A cluster of 3 separate species, C14H17B4NO4S in total (the ωB97M-V functional and the def2-TZVPD basis, the Open Molecules 2025 dataset).

XYZ file:
```
41
Properties=species:S:1:pos:R:3:forces:R:3
C 2.77950 0.14669 -0.22740 0.368 0.297 0.047
B 1.49103 0.78536 -0.98025 1.549 2.094 0.273
O 1.43534 2.19603 -1.32643 1.364 -2.883 -0.297
B 0.18859 -0.19208 -1.32453 -2.391 -2.365 -1.312
O 0.06699 -1.54301 -0.75733 -1.493 3.077 1.539
B -1.06834 -1.39121 0.15826 -0.318 -0.729 -3.161
O -2.33988 -1.05988 -0.48625 2.751 2.319 0.557
B -2.05649 0.18571 -1.19971 0.229 -2.011 -1.159
N -2.89245 1.38196 -0.84789 4.156 2.592 3.818
C -2.21953 2.02235 0.05601 -0.902 -2.145 -0.814
S -1.29580 2.55669 1.34466 -2.375 -1.016 -3.292
O -0.95559 0.20396 -2.16058 -0.502 0.186 3.789
H 2.96011 -0.95741 -0.45458 -0.319 1.480 0.323
H 2.57103 0.23149 0.90939 0.342 -0.130 -1.665
H 3.73640 0.73920 -0.44824 -1.190 -0.843 0.476
H 2.35974 2.39564 -1.61804 -0.969 0.354 0.778
H -0.93621 -1.47812 1.32492 -0.142 -0.248 0.141
C -6.53444 -0.30635 -0.27017 -0.078 -0.022 -0.079
C -6.01812 0.25455 -1.43402 -0.033 -0.018 -0.048
C -6.77922 0.26554 -2.59892 -0.075 -0.064 0.091
C -8.05598 -0.28861 -2.60108 0.066 0.000 0.070
C -8.56866 -0.85772 -1.43948 0.058 0.033 0.002
C -7.80906 -0.86543 -0.27362 0.053 0.052 -0.072
H -5.94332 -0.30883 0.63952 -0.021 -0.011 -0.080
H -5.02182 0.68429 -1.43298 -0.234 -0.041 0.018
H -6.37762 0.70603 -3.50552 -0.029 -0.033 0.073
H -8.65051 -0.27789 -3.50833 0.043 -0.009 0.067
H -9.56184 -1.29514 -1.44240 0.085 0.044 0.000
H -8.20988 -1.30718 0.63265 0.026 0.036 -0.074
C 7.66023 0.51238 3.07210 -0.054 -0.037 -0.081
C 6.81570 -0.52556 3.45350 0.014 0.014 -0.070
C 6.13452 -1.25991 2.48775 0.045 0.068 -0.039
C 6.29460 -0.95342 1.13972 0.034 0.054 0.076
C 7.13203 0.09046 0.75877 -0.012 -0.016 0.069
C 7.81613 0.82247 1.72429 -0.057 -0.064 0.043
H 8.19630 1.08041 3.82487 -0.050 -0.040 -0.059
H 6.68885 -0.76298 4.50469 0.019 0.015 -0.093
H 5.47866 -2.07136 2.78530 0.055 0.065 -0.025
H 5.76567 -1.52739 0.38644 0.034 0.046 0.057
H 7.25246 0.33344 -0.29210 0.001 -0.030 0.089
H 8.47085 1.63485 1.42702 -0.050 -0.070 0.023
```
Positions in Å, forces in eV/Å.

Results
- lowest unoccupied orbital energy (eV) = -0.86
- E_HOMO (eV) = -9.21
- net charge = 0
- structure (SMILES) = CB(O)B1OBOB(N=C=S)O1.c1ccccc1.c1ccccc1

Löwdin population analysis, charges in e, atoms 1 to 2:
1 C -0.03
2 B -0.30


# 3
# C5H3N

A cluster of 2 separate species, C5H3N in total (the ωB97M-V functional and the def2-TZVPD basis, the Open Molecules 2025 dataset).

XYZ file:
```
9
Properties=species:S:1:pos:R:3:forces:R:3
C 0.38054 0.17006 -0.29864 0.278 0.397 1.156
C 0.12584 -0.47814 -1.27820 -0.788 -1.079 -2.200
C -1.87538 -1.20920 -4.24347 -0.636 -0.256 -0.939
C 0.17662 0.33361 2.08333 0.046 0.090 0.229
C 0.86334 0.57444 0.97286 0.015 0.303 -0.049
N -1.23385 -0.97350 -3.31072 1.058 0.485 1.601
H 0.49933 0.70501 3.04230 0.195 -0.021 0.103
H -0.73901 -0.23248 2.06784 -0.191 -0.033 -0.108
H 1.80256 1.11020 0.96468 0.022 0.113 0.208
```
Positions in Å, forces in eV/Å.

Results
- lowest unoccupied orbital energy (spin up / spin down) (eV) = -2.48 / -4.41
- E_HOMO (spin up / spin down) (eV) = -9.60 / -9.83
- relative energy (zero: lowest compared OMol25 entry of this formula, charge and spin) (kJ/mol) = 674.1
- net charge = 0

Löwdin population analysis, charges in e, atoms 1 to 2:
1 C -0.20
2 C 0.16


Which value of net charge does entry 2 give? 0